(1)
{
  "formula": "C29H34BClO3S",
  "method": "ωB97M-V with the def2-TZVPD basis set",
  "gap_ha": 0.145,
  "largest_force_ev_per_a": 2.8,
  "homo_energy_ev": -5.362,
  "elements": ["C", "O", "C", "C", "C", "C", "B", "C", "C", "C", "C", "C", "S", "O", "C", "C", "C", "C", "C", "C", "O", "C", "C", "H", "H", "H", "H", "H", "H", "H", "H", "H", "H", "H", "H", "H", "H", "H", "H", "H", "H", "H", "H", "H", "H", "H", "H", "Cl", "C", "C", "C", "C", "C", "C", "C", "C", "C", "C", "C", "H", "H", "H", "H", "H", "H", "H", "H", "H", "H"],
  "positions_angstrom": [[3.916, 1.713, -3.763], [3.387, 0.449, -3.299], [2.791, 0.375, -2.081], [2.380, -0.919, -1.659], [1.438, -1.060, -0.695], [1.054, 0.069, 0.180], [-0.579, 0.010, 0.679], [1.846, -0.151, 1.455], [2.188, 0.823, 2.377], [2.814, 0.289, 3.552], [2.987, -1.083, 3.493], [3.541, -1.998, 4.512], [2.380, -1.702, 1.982], [-0.973, 1.073, 1.485], [-1.956, 0.545, 2.417], [-1.707, 1.137, 3.792], [-3.290, 1.068, 1.931], [-1.802, -1.033, 2.314], [-1.017, -1.648, 3.461], [-3.086, -1.819, 2.149], [-1.025, -1.232, 1.108], [1.428, 1.381, -0.376], [2.387, 1.515, -1.333], [4.176, 1.536, -4.803], [3.166, 2.514, -3.701], [4.808, 1.973, -3.178], [2.758, -1.781, -2.220], [0.979, -2.024, -0.499], [2.018, 1.879, 2.197], [3.115, 0.901, 4.397], [4.041, -1.443, 5.310], [2.742, -2.601, 4.967], [4.266, -2.687, 4.059], [-2.473, 0.777, 4.494], [-0.719, 0.887, 4.191], [-1.792, 2.229, 3.740], [-4.116, 0.746, 2.574], [-3.265, 2.164, 1.953], [-3.486, 0.755, 0.900], [-1.644, -1.660, 4.365], [-0.741, -2.681, 3.214], [-0.088, -1.099, 3.653], [-3.775, -1.624, 2.980], [-3.591, -1.593, 1.205], [-2.859, -2.893, 2.163], [1.007, 2.264, 0.103], [2.798, 2.497, -1.591], [2.193, 0.279, -6.589], [1.091, 0.228, -5.275], [0.661, -1.000, -4.778], [-0.103, -1.045, -3.622], [-0.481, 0.145, -2.943], [-1.340, 0.097, -1.773], [-2.383, 1.211, -1.633], [-3.751, 0.453, -1.480], [-3.315, -0.933, -1.136], [-1.978, -1.129, -1.403], [-0.078, 1.380, -3.513], [0.673, 1.425, -4.679], [0.956, -1.914, -5.288], [-0.408, -2.014, -3.236], [-2.171, 1.794, -0.729], [-2.412, 1.902, -2.488], [-4.429, 0.930, -0.765], [-4.283, 0.467, -2.449], [-4.014, -1.718, -0.853], [-1.470, -2.089, -1.393], [-0.358, 2.317, -3.016], [0.971, 2.374, -5.117]],
  "nbo_charge": [-0.266, -0.447, 0.514, -0.336, 0.106, -0.687, 1.431, -0.161, -0.258, -0.265, -0.193, -0.641, 0.448, -0.845, 0.248, -0.627, -0.629, 0.268, -0.634, -0.636, -0.853, 0.123, -0.379, 0.227, 0.197, 0.191, 0.242, 0.226, 0.225, 0.224, 0.227, 0.224, 0.224, 0.214, 0.221, 0.220, 0.209, 0.216, 0.231, 0.212, 0.223, 0.218, 0.206, 0.240, 0.216, 0.222, 0.233, -0.021, -0.115, -0.240, -0.183, -0.043, -0.268, -0.406, -0.442, -0.272, -0.169, -0.245, -0.237, 0.220, 0.202, 0.203, 0.208, 0.197, 0.205, 0.201, 0.209, 0.213, 0.216]
}

=====

(2)
{
  "formula": "C26H35Al2CaCl2FKN2O16P",
  "method": "ωB97M-V with the def2-TZVPD basis set",
  "de_lowest_kcal_mol": 70.2,
  "gap_ha": 0.046,
  "largest_force_ev_per_a": 11.8,
  "charge": 2,
  "homo_energy_ev": -11.105,
  "elements": ["C", "O", "C", "C", "C", "C", "C", "C", "C", "C", "C", "C", "N", "C", "O", "O", "H", "H", "H", "H", "H", "H", "H", "H", "H", "H", "H", "H", "H", "H", "H", "H", "H", "H", "H", "H", "H", "H", "H", "H", "H", "Ca", "N", "O", "O", "O", "O", "P", "O", "O", "O", "Al", "C", "C", "C", "O", "C", "C", "C", "O", "O", "O", "H", "H", "Cl", "C", "C", "Cl", "H", "H", "H", "H", "K", "C", "C", "C", "O", "C", "C", "C", "O", "H", "H", "H", "H", "Al", "F"],
  "positions_angstrom": [[-4.713, -1.437, 2.502], [-4.237, -1.202, 1.190], [-3.954, -2.376, 0.471], [-2.449, -2.609, 0.302], [-1.708, -1.351, -0.178], [-1.464, -1.308, -1.700], [-1.452, 0.155, -2.273], [-0.202, 0.357, -3.155], [0.952, 1.102, -2.463], [1.202, 0.680, -1.008], [2.496, -0.100, -0.746], [2.349, -1.653, -1.167], [3.278, -2.629, -0.441], [2.875, -2.892, 0.835], [3.598, -2.536, 1.771], [1.750, -3.552, 1.059], [-5.627, -2.052, 2.438], [-3.974, -1.890, 3.168], [-5.032, -0.485, 2.919], [-4.384, -3.234, 0.991], [-4.435, -2.345, -0.511], [-2.274, -3.434, -0.394], [-2.077, -2.967, 1.268], [-2.307, -0.474, 0.068], [-0.786, -1.260, 0.417], [-2.269, -1.886, -2.156], [-0.537, -1.801, -2.001], [-1.505, 0.864, -1.446], [-2.346, 0.254, -2.883], [-0.506, 0.987, -3.995], [0.131, -0.568, -3.625], [1.864, 0.863, -3.021], [0.879, 2.186, -2.525], [0.385, 0.115, -0.560], [1.338, 1.632, -0.403], [2.754, -0.013, 0.304], [3.267, 0.430, -1.307], [1.342, -1.978, -0.913], [2.496, -1.677, -2.241], [4.240, -2.310, -0.485], [1.132, -2.936, 1.483], [3.207, -0.628, 1.906], [3.286, 0.859, 6.241], [4.275, 1.586, 6.384], [2.689, 0.399, 7.199], [2.888, 0.593, 5.066], [0.623, 3.317, 0.490], [2.202, 3.456, 0.515], [2.755, 2.306, 1.382], [2.627, 4.816, 1.137], [2.765, 3.348, -0.911], [0.298, 1.927, 0.895], [-8.097, -4.740, 5.462], [-8.731, -6.024, 5.324], [-8.447, -6.728, 3.996], [-8.830, -7.827, 3.738], [-7.652, -5.992, 2.982], [-7.063, -4.759, 3.129], [-7.244, -4.079, 4.479], [-6.726, -3.031, 4.775], [-6.370, -4.112, 2.249], [-9.432, -6.552, 6.150], [-8.234, -4.170, 6.378], [-7.550, -6.517, 2.042], [5.544, 1.258, 1.064], [6.781, 2.400, 0.458], [6.403, 2.916, -0.907], [6.493, 1.643, -2.145], [7.744, 1.898, 0.454], [6.838, 3.236, 1.172], [7.099, 3.701, -1.199], [5.389, 3.326, -0.913], [4.749, 3.213, 2.560], [2.393, 4.323, -3.730], [3.533, 5.005, -3.792], [3.866, 5.824, -4.963], [4.938, 6.470, -5.017], [2.911, 5.876, -6.078], [1.764, 5.200, -6.033], [1.413, 4.371, -4.850], [0.378, 3.757, -4.796], [2.130, 3.717, -2.863], [4.256, 4.981, -2.981], [3.190, 6.490, -6.925], [1.044, 5.225, -6.841], [5.047, 7.631, -3.131], [-7.234, -4.583, 0.862]],
  "mulliken_charge": [-0.666, -0.341, -0.385, -1.131, 0.071, -0.770, -0.783, -1.348, -0.490, 2.656, 0.800, -0.735, -0.014, 0.508, -0.781, -0.330, 0.264, 0.295, 0.327, 0.175, 0.324, 0.490, 0.349, 0.592, -0.361, 0.591, 0.332, 0.362, 0.492, 0.482, 0.466, 0.461, 0.394, -1.362, -0.937, -1.562, 0.411, 0.420, 0.309, 0.337, 0.313, 1.656, 0.910, -0.582, -0.539, -0.613, -0.075, 0.405, -0.240, -0.966, -0.326, 0.073, -0.291, 0.188, 0.286, -0.426, -0.420, 0.554, 0.670, -0.463, -0.213, -0.380, 0.489, 0.519, -0.171, -0.791, 0.018, -0.164, 0.378, 0.342, 0.395, -0.147, 1.000, 0.148, -0.283, 0.980, -0.688, -0.648, -0.464, 0.340, -0.455, 0.176, 0.226, 0.447, 0.470, 0.693, -0.247]
}